[1]
This record from OMol25 describes a structure of composition C29H21N6PS12V. The level of theory is wB97M-V/def2-TZVPD.

Cartesian coordinates (Å):
V -1.27 0.37 -0.17
N -1.16 -2.14 1.78
P 0.83 -1.19 -0.42
C 2.25 -0.72 -1.47
C 3.43 -1.46 -1.50
C 4.44 -1.15 -2.39
C 4.28 -0.09 -3.28
C 3.11 0.65 -3.26
C 2.11 0.35 -2.35
C 1.68 -2.01 0.98
C 2.03 -1.19 2.06
C 2.65 -1.73 3.17
C 2.94 -3.08 3.23
C 2.60 -3.90 2.16
C 1.98 -3.37 1.04
C -1.22 -1.07 2.56
C -1.11 -1.13 3.99
C -1.20 0.00 4.75
C -1.39 1.24 4.13
C -1.44 1.26 2.76
N -1.36 0.16 1.98
H -0.94 -2.95 2.36
H 3.56 -2.29 -0.81
H 5.36 -1.73 -2.39
H 5.07 0.15 -3.98
H 2.99 1.49 -3.93
H 1.20 0.94 -2.32
H 1.79 -0.13 2.02
H 2.90 -1.08 4.00
H 3.42 -3.50 4.11
H 2.82 -4.96 2.19
H 1.73 -4.01 0.21
H -0.95 -2.10 4.45
H -1.12 -0.07 5.83
H -1.44 2.17 4.68
H -1.50 2.20 2.23
N -2.93 -3.00 -0.11
C -3.76 -1.95 -0.21
N -3.36 -0.71 -0.14
C -4.43 0.15 -0.22
C -5.65 -0.41 -0.40
S -5.48 -2.13 -0.43
C -4.14 1.58 -0.17
C -5.00 2.60 0.04
S -4.16 4.11 -0.09
C -2.68 3.24 -0.41
N -2.82 1.94 -0.37
N -1.55 3.89 -0.72
H -2.10 -2.76 0.51
H -3.35 -3.91 -0.01
H -6.59 0.08 -0.57
H -6.05 2.55 0.27
H -1.32 4.68 -0.11
H -0.76 3.25 -0.76
S 4.26 5.89 -2.02
C 3.06 5.18 -1.10
S 2.04 6.03 -0.02
C 1.09 4.69 0.63
C 1.41 3.48 0.09
S 0.80 1.89 0.52
S 2.69 3.51 -1.11
S -0.10 5.14 1.80
S 1.59 -1.99 -7.14
C 0.91 -1.81 -5.64
S -0.16 -0.53 -5.22
C -0.50 -0.97 -3.55
C 0.15 -2.09 -3.15
S 0.12 -2.87 -1.58
S 1.22 -2.85 -4.31
S -1.54 0.14 -2.73

Properties
multiplicity = 4
⟨S²⟩ = 3.761
total charge = -2
E_LUMO (alpha / beta) = 3.50 / 3.50 eV
energy = -204360.9342 eV
molecular weight = 920.3 g/mol
energy relative to the best compared isomer or geometry (same formula, charge and spin) = 19.6 kcal/mol



[2]
This record from OMol25 describes a structure of composition C29H22BN4O3Ru. The level of theory is wB97M-V/def2-TZVPD.

Cartesian coordinates (Å):
Ru 0.15 -0.57 0.95
O 0.48 -4.76 1.87
C 0.67 -3.55 1.74
N -0.27 -2.62 1.59
C -1.63 -3.09 1.57
C -2.54 -1.97 1.15
C -3.77 -2.22 0.56
C -4.61 -1.16 0.27
C -4.20 0.12 0.63
C -2.96 0.28 1.23
N -2.11 -0.73 1.45
C 2.05 -2.97 1.70
C 3.15 -3.82 1.80
C 4.42 -3.30 1.68
C 4.55 -1.92 1.53
C 3.41 -1.14 1.48
N 2.18 -1.65 1.54
H -1.92 -3.44 2.57
H -1.72 -3.96 0.90
H -4.05 -3.23 0.34
H -5.57 -1.32 -0.20
H -4.83 0.98 0.47
H -2.65 1.26 1.57
H 2.97 -4.87 1.94
H 5.30 -3.93 1.71
H 5.51 -1.45 1.45
H 3.48 -0.07 1.39
C -0.05 -1.89 -3.38
C 1.02 -1.16 -3.94
C 1.68 -0.24 -3.18
C 1.31 -0.03 -1.83
N 0.26 -0.75 -1.31
C -0.38 -1.64 -2.06
C 1.97 0.87 -0.94
C 3.28 1.33 -1.16
C 3.95 2.08 -0.23
C 3.35 2.37 1.01
C 2.04 2.01 1.24
C 1.26 1.34 0.26
H -0.60 -2.61 -3.96
H 1.30 -1.33 -4.97
H 2.50 0.33 -3.59
H -1.20 -2.17 -1.58
H 3.77 1.08 -2.09
H 4.95 2.42 -0.43
H 3.91 2.92 1.75
H 1.54 2.34 2.14
O -0.69 2.84 1.00
B -0.21 1.81 0.16
O -1.03 1.71 -0.98
C -1.93 2.72 -0.88
C -2.89 3.15 -1.78
C -3.59 4.31 -1.46
C -3.36 5.00 -0.28
C -2.43 4.56 0.65
C -1.72 3.42 0.33
H -3.05 2.63 -2.71
H -4.31 4.70 -2.16
H -3.92 5.90 -0.07
H -2.23 5.09 1.57

Properties
multiplicity = 6
⟨S²⟩ = 8.782
total charge = 0
E_LUMO (alpha / beta) = 0.39 / -0.49 eV
energy = -45792.1979 eV
molecular weight = 586.4 g/mol
energy relative to the best compared isomer or geometry (same formula, charge and spin) = 0.0 kcal/mol



[3]
This record from OMol25 describes a structure of composition C29H22BrCrN6OS. The level of theory is wB97M-V/def2-TZVPD.

Cartesian coordinates (Å):
Cr -0.14 0.31 -0.66
N 1.90 -3.50 1.43
C 1.40 -2.24 1.17
S -0.30 -2.00 1.17
N 2.32 -1.34 0.96
N 1.80 -0.09 0.66
C 2.61 0.86 0.91
C 2.35 2.28 0.71
C 3.42 3.18 0.81
C 3.25 4.54 0.64
C 1.96 5.02 0.39
C 0.88 4.16 0.31
C 1.05 2.77 0.45
O 0.01 1.97 0.36
H 1.24 -4.24 1.25
H 2.84 -3.66 1.11
H 3.58 0.58 1.32
H 4.41 2.77 1.01
H 4.10 5.21 0.69
H 1.81 6.09 0.25
H -0.12 4.52 0.11
Br 1.97 0.71 -2.34
C 1.00 1.72 -3.61
C 1.66 2.12 -4.72
C 0.98 2.95 -5.65
C -0.30 3.34 -5.40
C -0.98 2.92 -4.23
C -2.29 3.37 -3.97
C -2.92 2.97 -2.83
C -2.29 2.08 -1.93
C -1.03 1.56 -2.12
C -0.35 2.04 -3.29
H 2.69 1.83 -4.88
H 1.49 3.27 -6.55
H -0.82 3.99 -6.09
H -2.78 4.03 -4.67
H -3.92 3.33 -2.60
H -2.86 1.81 -1.05
C 1.68 -4.16 -3.93
C 0.34 -3.95 -4.26
C -0.43 -3.04 -3.55
C 0.12 -2.31 -2.49
C 1.46 -2.52 -2.16
C 2.23 -3.44 -2.87
N -0.62 -1.39 -1.73
N -1.93 -1.63 -1.74
C -2.60 -0.94 -0.79
C -3.99 -1.15 -0.61
C -4.63 -0.53 0.42
C -3.92 0.31 1.30
C -2.59 0.51 1.05
N -1.95 -0.08 0.03
H 2.28 -4.87 -4.48
H -0.10 -4.50 -5.08
H -1.47 -2.88 -3.80
H 1.89 -2.00 -1.31
H 3.26 -3.60 -2.58
H -4.49 -1.82 -1.30
H -5.69 -0.70 0.57
H -4.40 0.80 2.13
H -1.98 1.16 1.67

Properties
multiplicity = 5
⟨S²⟩ = 6.061
total charge = -1
E_LUMO (alpha / beta) = 2.70 / 2.17 eV
energy = -150719.6637 eV
molecular weight = 634.5 g/mol
energy relative to the best compared isomer or geometry (same formula, charge and spin) = 20.9 kcal/mol



[4]
This record from OMol25 describes a structure of composition C29H22BrIrNO3P. The level of theory is wB97M-V/def2-TZVPD.

Cartesian coordinates (Å):
Ir 0.58 -0.14 -1.35
C 2.02 0.32 5.59
C 2.58 -0.62 4.73
C 2.18 -0.68 3.41
C 1.22 0.20 2.93
C 0.70 1.17 3.78
C 1.09 1.22 5.11
P 0.62 0.02 1.19
C -0.14 1.67 0.99
C 0.66 2.62 0.35
C 0.21 3.92 0.21
C -1.02 4.29 0.73
C -1.81 3.35 1.37
C -1.38 2.04 1.49
C -0.77 -1.13 1.45
C -1.45 -1.21 2.65
C -2.53 -2.10 2.80
C -2.88 -2.93 1.77
C -2.17 -2.92 0.55
C -2.50 -3.80 -0.50
C -1.77 -3.80 -1.66
C -0.72 -2.90 -1.83
C -0.40 -1.97 -0.86
C -1.11 -1.99 0.37
H 2.31 0.35 6.63
H 3.31 -1.31 5.10
H 2.61 -1.42 2.74
H -0.02 1.89 3.42
H 0.65 1.96 5.76
H 1.63 2.33 -0.03
H 0.83 4.65 -0.29
H -1.35 5.32 0.65
H -2.76 3.65 1.78
H -2.00 1.31 1.99
H -1.16 -0.59 3.49
H -3.07 -2.11 3.73
H -3.70 -3.62 1.88
H -3.32 -4.49 -0.36
H -2.01 -4.50 -2.45
H -0.16 -2.95 -2.76
Br -1.27 -0.58 -4.48
C 0.59 -0.31 -4.70
C 1.10 -0.20 -5.98
C 2.47 0.01 -6.13
C 3.25 0.10 -4.99
C 2.64 -0.01 -3.75
N 1.32 -0.22 -3.60
C 3.45 0.19 -2.46
O 4.66 0.28 -2.56
O 2.76 0.26 -1.40
H 0.44 -0.29 -6.83
H 2.89 0.11 -7.11
H 4.31 0.27 -5.01
C -2.36 1.05 -1.50
O -1.04 1.12 -1.83
H -2.84 2.02 -1.71
H -2.50 0.82 -0.43
H -2.89 0.28 -2.08

Properties
total charge = 0
E_LUMO = -1.07 eV
energy = -120230.9075 eV
molecular weight = 735.6 g/mol



[5]
This record from OMol25 describes a structure of composition C29H22Cl2IrN6O. The level of theory is wB97M-V/def2-TZVPD.

Cartesian coordinates (Å):
Ir -0.60 1.38 -0.22
C -0.27 -3.29 4.91
C -0.46 -2.70 3.54
C 0.18 -3.24 2.42
C 0.03 -2.65 1.18
C -0.75 -1.50 0.98
N -0.79 -0.88 -0.26
C -0.96 -1.64 -1.38
C -1.63 -2.89 -1.31
C -1.86 -3.66 -2.43
C -1.44 -3.22 -3.69
C -1.73 -4.03 -4.92
C -0.80 -1.99 -3.78
C -0.55 -1.21 -2.67
N 0.19 0.00 -2.88
C 1.15 0.20 -3.81
C 1.42 1.55 -3.85
C 0.57 2.12 -2.91
N -0.18 1.18 -2.32
C -1.41 -0.98 2.11
C -1.24 -1.56 3.35
N -2.34 0.11 2.02
C -3.41 0.33 2.81
C -4.00 1.51 2.43
C -3.22 1.97 1.37
N -2.22 1.12 1.12
H -0.12 -4.37 4.85
H -1.13 -3.10 5.55
H 0.61 -2.87 5.39
H 0.80 -4.12 2.53
H 0.56 -3.07 0.32
H -2.00 -3.21 -0.35
H -2.40 -4.59 -2.33
H -1.76 -5.09 -4.70
H -0.99 -3.85 -5.70
H -2.71 -3.76 -5.33
H -0.50 -1.63 -4.75
H 1.56 -0.62 -4.38
H 2.14 2.05 -4.49
H 0.43 3.15 -2.64
H -1.73 -1.13 4.21
H -3.71 -0.38 3.57
H -4.88 1.96 2.85
H -3.33 2.86 0.77
Cl 0.26 6.58 0.05
C 1.39 5.36 0.38
C 2.69 5.67 0.73
C 3.61 4.68 0.98
Cl 5.19 5.11 1.41
C 3.26 3.28 0.91
C 4.16 2.23 1.16
C 3.72 0.93 1.08
C 2.39 0.69 0.73
N 1.54 1.67 0.48
C 1.95 2.95 0.56
C 0.96 3.99 0.26
O -0.20 3.68 -0.07
H 2.98 6.71 0.80
H 5.18 2.45 1.43
H 4.38 0.10 1.27
H 2.00 -0.32 0.67

Properties
multiplicity = 6
⟨S²⟩ = 8.833
total charge = +2
E_LUMO (alpha / beta) = -6.10 / -7.89 eV
energy = -69285.4827 eV
molecular weight = 733.7 g/mol
energy relative to the best compared isomer or geometry (same formula, charge and spin) = 0.0 kcal/mol



[6]
This record from OMol25 describes a structure of composition C29H22CrN7O2S. The level of theory is wB97M-V/def2-TZVPD.

Cartesian coordinates (Å):
Cr 0.60 0.39 -0.30
N 0.41 0.45 4.01
C 0.04 0.35 2.74
N 0.86 0.46 1.73
C 2.22 0.66 1.98
N 3.03 0.85 0.99
N 2.44 0.84 -0.19
C 3.13 0.75 -1.29
C 2.33 0.70 -2.48
C 2.85 0.73 -3.78
C 1.98 0.74 -4.85
C 0.61 0.72 -4.61
C 0.17 0.68 -3.30
N 0.99 0.66 -2.26
C 2.70 0.66 3.34
C 4.05 0.72 3.67
C 4.44 0.76 4.99
C 3.49 0.75 6.01
C 2.14 0.66 5.71
C 1.74 0.59 4.38
H -0.28 0.37 4.75
H -1.01 0.19 2.52
H 4.21 0.67 -1.28
H 3.92 0.75 -3.93
H 2.36 0.76 -5.86
H -0.09 0.74 -5.42
H -0.89 0.65 -3.07
H 4.77 0.73 2.87
H 5.49 0.79 5.24
H 3.80 0.81 7.04
H 1.40 0.62 6.50
O -0.53 -2.51 1.29
S -0.30 -2.09 -0.05
O 1.08 -1.66 -0.37
N -1.00 -0.64 -0.31
C -2.18 -0.05 -0.06
C -3.44 -0.61 0.11
C -4.55 0.23 0.24
C -4.43 1.60 0.21
C -3.16 2.21 0.08
C -2.94 3.60 0.04
C -1.65 4.06 -0.12
C -0.59 3.16 -0.22
N -0.76 1.84 -0.19
C -2.03 1.37 -0.05
C -0.94 -3.18 -1.29
C -1.72 -4.27 -0.94
C -2.35 -4.97 -1.95
C -2.21 -4.58 -3.28
C -1.40 -3.50 -3.61
C -0.76 -2.79 -2.60
H -3.55 -1.69 0.13
H -5.53 -0.22 0.33
H -5.30 2.23 0.30
H -3.77 4.28 0.11
H -1.45 5.12 -0.17
H 0.43 3.51 -0.33
H -1.82 -4.55 0.09
H -2.96 -5.83 -1.71
H -2.72 -5.12 -4.05
H -1.27 -3.21 -4.64
H -0.11 -1.95 -2.82

Properties
multiplicity = 2
⟨S²⟩ = 0.763
total charge = +2
E_LUMO (alpha / beta) = -6.91 / -6.78 eV
energy = -84199.7817 eV
molecular weight = 584.6 g/mol



[7]
This record from OMol25 describes a structure of composition C29H22DyN7O2S4. The level of theory is wB97M-V/def2-TZVPD.

Cartesian coordinates (Å):
Dy 0.52 -1.13 -0.88
C 2.21 -3.91 -0.69
C 3.18 -2.94 -0.39
C 3.20 -2.00 -1.44
C 2.23 -2.40 -2.40
C 1.61 -3.58 -1.91
H 1.95 -4.76 -0.07
H 3.81 -2.91 0.49
H 3.91 -1.20 -1.55
H 2.13 -2.01 -3.40
H 0.86 -4.15 -2.44
N -5.01 2.92 2.52
C -4.53 1.74 1.90
C -4.34 0.58 2.65
C -3.86 -0.57 2.05
C -3.57 -0.57 0.69
C -3.80 0.58 -0.07
C -4.28 1.73 0.53
S -2.94 -1.98 -0.16
O -3.01 -1.66 -1.55
O -3.65 -3.14 0.32
N -1.33 -2.10 0.17
C -0.88 -2.63 1.35
N -1.66 -2.87 2.41
C -1.06 -3.36 3.49
C 0.31 -3.60 3.56
C 1.02 -3.30 2.41
N 0.45 -2.84 1.32
H -4.73 3.00 3.48
H -4.77 3.75 2.01
H -4.55 0.59 3.71
H -3.70 -1.48 2.62
H -3.57 0.57 -1.13
H -4.41 2.62 -0.07
H -1.70 -3.55 4.34
H 0.78 -3.98 4.45
H 2.10 -3.43 2.36
C 2.56 0.92 -3.18
C 2.87 1.61 -1.88
C 3.72 2.75 -1.92
C 4.01 3.40 -0.77
C 3.44 2.97 0.44
C 3.69 3.66 1.65
C 3.07 3.23 2.80
C 2.21 2.12 2.77
C 1.95 1.40 1.61
S 0.90 0.02 1.69
C 2.59 1.83 0.40
N 2.34 1.16 -0.77
H 2.83 1.55 -4.03
H 1.50 0.68 -3.25
H 3.11 -0.01 -3.26
H 4.12 3.07 -2.87
H 4.66 4.27 -0.77
H 4.34 4.53 1.65
H 3.24 3.75 3.73
H 1.72 1.79 3.68
S -0.90 1.24 -1.39
C -1.37 0.61 -2.92
S -0.55 -0.78 -3.52
C -2.38 1.24 -3.66
C -3.10 2.37 -3.14
N -3.68 3.28 -2.74
C -2.76 0.80 -4.97
N -3.09 0.48 -6.03

Properties
multiplicity = 6
⟨S²⟩ = 9.347
total charge = -2
E_LUMO (alpha / beta) = 4.27 / 4.27 eV
energy = -112385.9921 eV
molecular weight = 791.3 g/mol
energy relative to the best compared isomer or geometry (same formula, charge and spin) = 1.2 kcal/mol



[8]
This record from OMol25 describes a structure of composition C29H22FeNOS5. The level of theory is wB97M-V/def2-TZVPD.

Cartesian coordinates (Å):
Fe -0.34 2.02 -0.51
S -0.76 2.54 -2.68
C -1.57 1.04 -2.38
C -1.38 -0.01 -3.29
C -2.08 -1.19 -3.18
C -3.03 -1.35 -2.17
C -3.24 -0.33 -1.27
C -2.51 0.85 -1.34
S -2.86 2.15 -0.17
C -2.66 1.27 1.46
C -1.48 1.83 2.15
C -1.58 2.66 3.26
C -0.43 3.19 3.82
C 0.80 2.88 3.23
C 0.83 2.04 2.13
C 2.11 1.68 1.47
S 2.19 2.15 -0.32
C 2.52 3.90 -0.24
C 3.82 4.34 -0.43
C 4.09 5.69 -0.55
C 3.05 6.61 -0.50
C 1.75 6.18 -0.32
C 1.47 4.82 -0.17
S -0.18 4.31 0.06
N -0.29 1.54 1.57
H -0.66 0.13 -4.08
H -1.91 -1.99 -3.88
H -3.61 -2.25 -2.12
H -3.99 -0.44 -0.50
H -2.52 0.21 1.22
H -3.58 1.42 2.03
H -2.55 2.87 3.68
H -0.47 3.82 4.69
H 1.72 3.28 3.63
H 2.23 0.59 1.43
H 2.97 2.14 1.97
H 4.61 3.61 -0.51
H 5.10 6.03 -0.69
H 3.25 7.66 -0.63
H 0.94 6.89 -0.30
C 0.30 -8.67 0.90
C 0.51 -7.34 0.24
O 1.50 -6.67 0.27
S -0.98 -6.81 -0.60
C -0.59 -5.08 -0.77
C 0.41 -4.65 -1.62
C 0.74 -3.31 -1.66
C 0.08 -2.41 -0.84
C -0.94 -2.85 0.01
C -1.28 -4.19 0.03
C 0.37 -1.03 -0.82
C 0.44 0.18 -0.73
H 1.25 -9.20 1.01
H -0.42 -9.26 0.35
H -0.10 -8.48 1.90
H 0.94 -5.37 -2.24
H 1.52 -2.97 -2.33
H -1.45 -2.14 0.64
H -2.07 -4.55 0.68

Properties
multiplicity = 2
⟨S²⟩ = 1.178
total charge = 0
E_LUMO (alpha / beta) = -0.79 / -0.52 eV
energy = -122528.8253 eV
molecular weight = 616.7 g/mol